No. 1
26
Properties=species:S:1:pos:R:3:lowdin_spin:R:1 method="wB97M-V/def2-TZVPD" s_squared=2.007 homo_lumo_gap_ev="6.11 / 6.18" energy_ha=-878.85980 spin_multiplicity=3
C 4.42119 -0.37191 0.32860 0.085
C 3.37316 -0.77433 -0.69399 0.041
C 3.19556 0.47837 0.06630 0.146
C -3.10160 1.48652 0.36427 0.000
C -2.72036 -1.08141 0.36804 0.000
C 2.27429 0.53671 1.08754 0.635
C -2.22158 0.25124 -0.21845 0.000
N -0.86935 0.54097 -0.03136 0.001
O 0.19454 1.41889 -2.30013 0.006
O 1.70385 1.40170 1.70615 0.909
S 0.24347 0.16212 -1.16568 0.020
H 4.42879 -1.00541 1.20455 0.004
H 5.46991 0.00541 0.14666 0.009
H 3.22815 -0.84847 -1.81872 0.005
H 2.71769 -1.60096 -0.31284 0.004
H 3.34352 1.38646 -0.38536 0.001
H -4.04218 1.29836 -0.05640 0.000
H -3.09700 1.51531 1.40193 0.000
H -2.58398 2.40965 0.01426 0.000
H -3.38481 -1.70057 -0.40146 0.000
H -3.44649 -1.01908 1.23842 0.000
H -1.89519 -1.64078 0.67299 0.000
H 2.02113 -0.56223 1.42126 0.132
H -2.35559 0.12995 -1.29666 0.000
H -0.66582 1.29483 0.53594 -0.001
H 1.06601 1.94971 -2.15287 0.000


No. 2
30
Properties=species:S:1:pos:R:3:lowdin_charge:R:1 method="wB97M-V/def2-TZVPD" homo_lumo_gap_ev="8.83 / 5.84" energy_ha=-856.77711
N 0.13819 -0.26028 1.94989 -0.507
O -0.08227 -1.49585 1.82683 0.168
O -0.82232 0.52831 2.18871 0.169
O 1.31248 0.17491 1.83376 0.171
C -5.67716 -1.56632 7.57728 -0.115
C -5.40580 -0.76592 6.30654 -0.276
C -4.45547 0.41052 6.50752 -0.197
C -4.14745 1.12188 5.20644 -0.190
O -3.24024 2.20352 5.52570 -0.051
C -2.99988 3.09405 4.51199 -0.341
C -1.98418 4.17989 5.00911 -0.385
C -1.67664 5.09227 3.86843 -0.034
O -2.50605 4.89134 6.10654 -0.003
O -2.36135 2.56342 3.35797 -0.057
O -2.88682 1.39912 2.96137 -0.011
H -6.36111 -2.38757 7.35156 0.068
H -4.75645 -1.99160 7.98585 0.073
H -6.14069 -0.93981 8.34370 0.072
H -4.98126 -1.41271 5.52965 0.111
H -6.34908 -0.37038 5.90614 0.111
H -4.89559 1.11894 7.22464 0.123
H -3.50760 0.05810 6.94077 0.125
H -3.64937 0.46165 4.48897 0.110
H -5.05972 1.52699 4.74438 0.140
H -3.91547 3.64082 4.21070 0.180
H -1.08231 3.60530 5.27824 0.159
H -1.26342 4.50610 3.04373 0.088
H -2.59526 5.58971 3.54027 0.097
H -0.94359 5.83730 4.17587 0.092
H -2.70749 4.22423 6.78983 0.107


No. 3
23
Properties=species:S:1:pos:R:3:lowdin_charge:R:1 method="wB97M-V/def2-TZVPD" homo_lumo_gap_ev=10.84 smiles="CCCCC.C=C" energy_ha=-276.11981
C 1.59720 -2.35499 -0.24023 -0.176
C 1.42507 -1.06872 0.63339 -0.343
C 1.17611 0.02295 -0.38916 -0.311
C 0.88039 1.29557 0.54805 -0.270
C 0.78237 2.64779 -0.28482 -0.107
H 0.61118 -2.72856 -0.84220 0.108
H 2.38136 -1.83828 -0.86072 0.067
H 1.86991 -3.25409 0.44145 0.082
H 2.44048 -0.93867 1.05917 0.112
H 0.30641 -1.29697 1.18554 0.177
H 2.14458 0.48574 -0.89345 0.137
H 0.36788 -0.33572 -1.13737 0.124
H 1.91411 1.02055 1.03931 0.112
H 0.10566 1.08130 1.34145 0.097
H -0.08810 2.73513 -0.90574 0.047
H 0.94670 3.49325 0.37735 0.048
H 1.77493 2.67670 -0.89152 0.090
C -3.36117 0.42059 0.15250 -0.093
C -3.45197 -0.97964 -0.07575 -0.106
H -2.36381 0.89260 -0.11408 0.036
H -4.36366 0.97372 0.57816 0.091
H -2.71601 -1.24834 -0.79729 -0.003
H -4.37962 -1.70192 0.07593 0.081


No. 4
23
Properties=species:S:1:pos:R:3:lowdin_charge:R:1 method="wB97M-V/def2-TZVPD" homo_lumo_gap_ev=10.19 smiles="CC(C)(C)C.C=C" energy_ha=-276.17450
C -0.16709 -1.20581 -0.77635 -0.077
C -1.06254 -0.06827 -0.09592 -0.611
C -0.16593 1.21248 -0.11223 -0.120
C -1.03024 -0.42100 1.44398 -0.082
C -2.45501 0.26753 -0.55839 -0.095
H 0.09846 -1.23026 -1.94680 0.120
H 0.81500 -0.99452 -0.24668 0.002
H -0.35437 -2.29205 -0.60073 0.072
H -0.69543 2.06280 0.29110 0.060
H 0.69474 1.03757 0.69600 0.054
H 0.26408 1.50665 -1.23773 0.145
H -1.46496 0.37278 2.13963 0.105
H 0.10603 -0.52041 1.75538 0.097
H -1.38837 -1.44802 1.52421 0.067
H -3.25366 -0.55037 -0.40414 0.104
H -3.02819 1.14543 -0.13317 0.095
H -2.50528 0.50922 -1.57292 0.043
C 2.67700 -0.55952 0.04176 -0.116
C 2.52272 0.75689 -0.04604 -0.128
H 2.94195 -1.08296 -0.87585 0.067
H 2.52876 -1.14610 0.95376 0.072
H 2.68741 1.27142 -1.01444 0.082
H 2.23495 1.37650 0.77557 0.043


No. 5
23
Properties=species:S:1:pos:R:3:lowdin_charge:R:1 method="wB97M-V/def2-TZVPD" homo_lumo_gap_ev=11.30 smiles="CCCCC.C=C" energy_ha=-276.18678
C -2.49192 0.65737 0.56925 -0.154
C -1.00536 0.64693 1.13866 -0.309
C -0.39153 -0.77321 0.86965 -0.225
C 1.16860 -0.53193 1.08955 -0.310
C 1.86017 -1.82998 1.04550 -0.168
H -2.39702 0.10668 -0.50090 0.088
H -3.21802 0.07004 1.30648 0.088
H -3.08921 1.62329 0.54914 0.060
H -0.97166 0.95111 2.23323 0.113
H -0.43576 1.41994 0.50704 0.103
H -0.80596 -1.46914 1.74656 0.154
H -0.53942 -0.95882 -0.20839 0.087
H 1.49342 -0.03877 2.12949 0.147
H 1.42344 0.27159 0.32656 0.096
H 1.84705 -2.37742 0.05233 0.097
H 2.90375 -1.74929 1.35847 0.072
H 1.46148 -2.53031 1.67915 0.032
C 1.09231 0.76184 -2.62237 -0.109
C -0.04454 1.49757 -2.75897 -0.096
H 0.84192 -0.35211 -2.17651 0.087
H 2.15687 1.07053 -2.87972 0.063
H -1.00512 1.06098 -2.31807 0.061
H 0.14652 2.47311 -3.13614 0.024


No. 6
27
Properties=species:S:1:pos:R:3:lowdin_charge:R:1 method="wB97M-V/def2-TZVPD" homo_lumo_gap_ev=5.76 charge=+1 energy_ha=-694.34216
C 2.86375 -1.64805 0.30289 0.022
C 2.79767 -0.72423 -0.88180 -0.530
O 2.94888 -1.02881 -2.01856 0.149
O 2.61468 0.60519 -0.52803 -0.050
C 1.28724 1.11750 -0.64755 -0.185
C 0.77624 1.61708 0.71387 -0.151
C -0.61341 1.12002 1.13221 -0.202
C -1.68099 1.21527 0.01580 -0.312
C -2.37153 -0.10151 -0.33454 -0.549
Al -1.41715 -1.95278 -0.34656 0.304
H 1.95690 -1.54943 0.90621 0.074
H 3.70784 -1.35908 0.93480 0.096
H 2.97351 -2.67997 -0.02038 0.092
H 0.64876 0.32543 -1.05615 0.081
H 1.31982 1.92760 -1.37866 0.128
H 0.79430 2.71103 0.73274 0.114
H 1.49451 1.28841 1.46691 0.122
H -0.91957 1.71377 1.99923 0.110
H -0.56841 0.08055 1.46648 0.064
H -1.26859 1.61839 -0.91333 0.116
H -2.42245 2.00071 0.33437 0.050
H -3.20126 -0.26056 0.34861 -0.179
H -2.81647 -0.04624 -1.34851 0.029
H -0.21676 -1.78621 -1.38007 -0.094
H -1.02699 -2.18206 1.19659 -0.107
H -2.71230 -2.80050 -0.83878 -0.111
Ba -4.94819 0.77849 0.14218 1.919


No. 7
33
Properties=species:S:1:pos:R:3:lowdin_charge:R:1 method="wB97M-V/def2-TZVPD" homo_lumo_gap_ev=9.30 smiles="[H]/N=C/C[N+]1=C(NO)N[C@@](O)(B(O)CC)O[C@@H]1S" charge=+1 energy_ha=-1219.08491
H -1.51700 5.00398 1.26571 0.073
N -0.94729 4.47557 0.60599 0.138
C -1.59800 3.54690 0.05552 -0.250
C -0.90286 2.70142 -0.97805 -0.107
N -0.85712 1.26210 -0.56965 -0.011
C -0.71107 0.36065 -1.56061 -0.268
N -1.59891 0.26772 -2.51384 0.099
O -2.73296 1.02220 -2.59109 0.064
N 0.32459 -0.58312 -1.64128 0.171
C 0.55647 -1.06411 -0.24842 -0.437
O -0.68841 -1.53968 0.19846 0.036
B 1.79454 -2.10620 -0.15558 -0.364
O 2.43391 -2.26033 -1.33844 0.193
C 2.20551 -2.83029 1.16455 -0.129
C 1.16630 -2.93260 2.28642 -0.098
O 0.91711 0.05206 0.52628 -0.014
C -0.05567 1.05066 0.66845 -0.593
S -1.23703 0.80825 2.02808 0.863
H -2.64581 3.31480 0.26688 0.120
H 0.11692 3.07070 -1.09140 0.138
H -1.41560 2.78219 -1.93355 0.122
H -1.47389 -0.39941 -3.26463 0.195
H -3.17092 0.93677 -1.72625 0.145
H 1.16944 -0.07868 -1.91638 0.165
H -0.90056 -2.35620 -0.26592 0.136
H 3.32730 -2.61158 -1.26138 0.129
H 3.10783 -2.34002 1.55234 0.123
H 2.53264 -3.83616 0.87893 0.115
H 1.55732 -3.51126 3.12072 0.080
H 0.86667 -1.95116 2.65069 0.069
H 0.26042 -3.43277 1.94706 0.073
H 0.48864 1.96894 0.87017 0.125
H -0.37252 1.20865 2.97024 -0.101


No. 8
35
Properties=species:S:1:pos:R:3:lowdin_charge:R:1 method="wB97M-V/def2-TZVPD" homo_lumo_gap_ev=7.15 charge=-1 energy_ha=-11861.70709
O 0.87578 -1.64209 1.65637 -0.519
S -0.07939 -0.38638 1.68797 0.687
O 0.89195 0.83536 1.92346 -0.546
F -1.11173 -0.42328 3.06934 -0.340
P -1.07899 -0.00883 -0.16947 0.245
C -2.46764 -1.27975 0.15670 -0.398
C -3.74485 -0.71191 1.01305 -0.144
C -4.52265 0.56464 0.33988 -0.238
F -4.12586 0.87943 -1.05195 -0.011
F -6.00931 0.36543 0.47682 -0.039
F -4.18676 1.77551 1.17406 -0.042
H -1.78134 1.07664 0.47879 -0.017
H -0.01617 0.94645 -0.50569 -0.135
H -0.29970 -1.09875 -0.74546 -0.035
H -1.67554 0.26224 -1.46318 -0.089
H -1.98317 -2.26485 0.59465 0.092
H -2.89689 -1.58409 -0.91515 0.095
H -4.53911 -1.60073 1.05719 0.123
H -3.49962 -0.46271 2.14748 0.126
Br 2.77948 -2.64144 -0.62888 0.635
C 4.01669 -2.96139 0.84434 -0.689
C 5.32265 -3.53525 0.34700 -0.707
Br 5.14220 -5.42831 -0.08686 0.567
H 3.50148 -3.60973 1.55886 0.057
H 4.17542 -1.97979 1.30018 0.066
H 6.08513 -3.49479 1.13004 0.052
H 5.70246 -3.03712 -0.54934 0.048
Br -1.06200 2.79733 -2.66560 0.641
C 0.01978 4.28057 -2.00742 -0.693
C 1.45832 3.86328 -1.81080 -0.695
Br 1.67200 2.81161 -0.18206 0.710
H -0.45682 4.64153 -1.09152 0.054
H -0.05606 5.05184 -2.77937 0.046
H 2.09833 4.73883 -1.66952 0.046
H 1.85196 3.26051 -2.63393 0.049


No. 9
26
Properties=species:S:1:pos:R:3:lowdin_charge:R:1 method="wB97M-V/def2-TZVPD" homo_lumo_gap_ev=10.00 smiles=CN(C)[C@@H](Cl)[NH+]1CCCC1 charge=+1 energy_ha=-845.71426
C -2.08221 -1.16876 1.46443 -0.042
N -0.71273 -1.56825 1.19209 -0.282
C -0.41612 -2.98040 1.18036 -0.062
C 0.18014 -0.52304 1.24515 -0.499
Cl 1.83639 -1.00959 1.91645 0.682
N 0.54946 0.16849 -0.33676 -0.001
C 1.11001 1.56629 0.04521 -0.141
C 1.09725 2.54353 -1.14522 -0.155
C 0.45797 1.85523 -2.32170 -0.160
C -0.07625 0.51528 -1.80853 -0.041
H -2.73795 -2.05210 1.42687 0.102
H -2.10730 -0.74082 2.47921 0.101
H -2.44866 -0.38462 0.79015 0.092
H -1.35802 -3.49747 1.11315 0.087
H 0.21253 -3.27257 0.34916 0.090
H 0.08141 -3.24631 2.10364 0.080
H -0.19638 0.31064 1.86815 0.116
H 1.32577 -0.40891 -0.60919 0.107
H 2.10315 1.38269 0.41904 0.097
H 0.53406 1.92945 0.89941 0.114
H 2.13331 2.83754 -1.36131 0.124
H 0.55253 3.44484 -0.84760 0.122
H -0.37111 2.42218 -2.74430 0.124
H 1.22621 1.70761 -3.08686 0.123
H -1.15041 0.44901 -1.78072 0.110
H 0.25694 -0.27994 -2.45029 0.111